[1]
A structure of composition C3H5IN2O2 at a distorted geometry, computed with ωB97M-V/def2-TZVPD.

Geometry as XYZ:
```
13
Properties=species:S:1:pos:R:3:forces:R:3:lowdin_charge:R:1
C -0.09902 1.53335 -0.17458 -3.76 1.49 -0.83 -0.1404
C -0.93295 0.46019 0.44289 1.03 -0.56 -2.26 -0.6624
C -0.24332 -0.75852 0.78847 -0.35 -1.41 0.24 -0.1948
N 1.34317 -0.66955 -0.98607 2.00 0.33 -2.67 0.0656
N 0.75953 -1.35425 0.19375 0.50 1.36 0.08 -0.3021
O 2.24919 -1.26394 -1.51303 -2.64 0.91 2.23 0.0934
O 1.31718 -2.35129 0.55958 0.84 -2.76 0.75 -0.0066
I -2.51522 -0.43894 -0.80383 -0.36 0.43 -0.46 0.8120
H 0.06553 1.41371 -1.19191 -0.24 -0.38 -2.05 0.0443
H -0.46058 2.55333 -0.04656 -0.56 -0.16 0.19 0.0969
H 0.83554 1.55764 0.14155 4.27 -0.24 2.23 0.0283
H -1.54758 0.80475 1.18849 -1.04 0.64 2.05 0.0364
H -0.77147 -1.48649 1.40125 0.31 0.37 0.50 0.1293
```
Forces are in eV/Å.

Properties
Charge: 0
E, Eh: -674.78792
Spin multiplicity: 1
Lowest unoccupied orbital energy (spin up / spin down), eV: -1.7 / -1.7
ΔE to the lowest compared entry with this formula, charge and spin, eV: 2.994


[2]
A cluster of 2 separate species, C3H5IN4S in total at a distorted geometry, computed with ωB97M-V/def2-TZVPD.

Geometry as XYZ:
```
14
Properties=species:S:1:pos:R:3:forces:R:3:lowdin_charge:R:1
C -0.31055 2.18210 -0.55266 -1.74 -0.48 -1.11 -0.1915
C 1.53121 -2.58830 0.14508 1.63 3.38 0.46 -0.4615
C -0.61469 0.13030 0.68864 1.05 -5.11 -0.92 -0.7249
N -1.07141 2.96697 -1.23585 -0.52 1.07 0.18 0.0469
N -2.34747 2.46138 -1.13374 0.91 -0.57 -0.37 -0.0112
N -2.32522 1.34729 -0.53478 -0.44 -0.39 0.74 0.0571
N -1.03376 1.12085 -0.14186 -0.10 1.58 0.29 -0.2527
S 0.87767 -1.09808 -0.84822 -1.34 -0.28 1.95 0.5125
I 0.72070 0.36798 2.34706 -0.93 0.34 -0.60 0.8320
H 0.71538 2.21188 -0.51773 2.12 0.22 0.38 0.0965
H 1.94926 -2.07224 1.09751 -0.77 -1.32 -1.34 -0.0108
H 2.41385 -2.89266 -0.44488 -0.47 -0.04 0.26 0.0176
H 0.86692 -3.39531 0.33234 -0.71 -0.40 0.05 0.0017
H -1.37190 -0.74217 0.79909 1.30 1.99 0.06 0.0882
```
Forces are in eV/Å.

Properties
Charge: 0
E, Eh: -1032.07714
Spin multiplicity: 1
Lowest unoccupied orbital energy (spin up / spin down), eV: -1.2 / -1.2
ΔE to the lowest compared entry with this formula, charge and spin, eV: 0.976


[3]
A structure of composition C3H5KLiO3 at a distorted geometry, computed with ωB97M-V/def2-TZVPD.

Geometry as XYZ:
```
13
Properties=species:S:1:pos:R:3:forces:R:3:lowdin_charge:R:1
O 0.09527 1.06352 0.66408 -0.45 0.06 0.49 -0.1083
C 0.55486 0.94512 -0.65926 -0.50 0.25 -0.97 -0.5607
C 0.74787 0.06794 1.43866 0.08 -0.01 0.19 -0.1551
O -0.29112 1.36157 -1.54742 -0.07 0.37 0.84 -0.3312
O 0.94442 -0.41633 -0.82375 0.15 -0.49 0.06 -0.1307
C 0.92635 -1.07799 0.44232 0.03 -0.06 -0.03 -0.1545
K -0.80317 -0.51389 -3.09307 -0.33 -0.01 0.22 0.7195
H 0.11031 -0.19267 2.28956 0.17 0.06 -0.18 0.1287
H 1.71371 0.45164 1.79853 -0.20 -0.10 -0.08 0.1273
H 0.08075 -1.77961 0.47455 0.16 0.13 0.02 0.1243
H 1.86366 -1.62786 0.58299 -0.19 0.10 0.01 0.1236
H -3.97199 0.08259 -1.26920 0.95 0.42 0.15 -0.2681
Li -1.97091 1.63598 -0.29797 0.20 -0.73 -0.70 0.4852
```
Forces are in eV/Å.

Properties
Charge: 0
E, Eh: -950.40852
Spin multiplicity: 2
Lowest unoccupied orbital energy (spin up / spin down), eV: -0.5 / -0.5
ΔE to the lowest compared entry with this formula, charge and spin, eV: 2.102


[4]
A structure of composition C3H5LaO3 at a distorted geometry, computed with ωB97M-V/def2-TZVPD.

Geometry as XYZ:
```
12
Properties=species:S:1:pos:R:3:forces:R:3:lowdin_charge:R:1
O 0.74220 -0.05800 -0.23050 1.32 1.09 1.03 -0.2307
C 0.10971 1.25155 -0.07880 -0.53 -0.52 -4.93 -0.5373
C -0.22488 -1.11323 -0.22787 -0.21 -0.02 -0.10 -0.1252
O 0.55154 2.24733 -0.58524 0.61 -1.18 2.14 0.1262
O -1.18693 1.01433 -0.02592 -0.66 -0.11 1.26 0.0817
C -1.52005 -0.37413 0.12014 -0.27 -0.06 0.18 -0.0734
H 0.00444 -1.89215 0.50758 0.18 0.32 -0.06 0.1317
H -0.21061 -1.55732 -1.22976 -0.22 0.13 0.19 0.1357
H -1.84843 -0.54298 1.15143 0.08 -0.04 -0.26 0.1406
H -2.33402 -0.60299 -0.57551 0.19 0.18 0.22 0.1448
H 2.33887 1.53352 1.12793 1.05 -0.71 -0.12 -0.1613
La 3.57817 0.09407 0.04654 -1.54 0.93 0.44 1.3671
```
Forces are in eV/Å.

Properties
Charge: +1
E, Eh: -374.22497
Spin multiplicity: 2
Lowest unoccupied orbital energy (spin up / spin down), eV: -4.8 / -4.8
ΔE to the lowest compared entry with this formula, charge and spin, eV: 2.867


[5]
A cluster of 2 separate species, C3H5N in total at a distorted geometry, computed with ωB97M-V/def2-TZVPD.

Geometry as XYZ:
```
9
Properties=species:S:1:pos:R:3:forces:R:3:lowdin_charge:R:1
C 0.48043 -0.04255 -0.22697 4.02 0.67 -0.04 -0.0830
C -0.66248 0.83736 0.01541 0.91 2.70 -0.69 -0.2058
C -0.78045 -0.66251 0.09851 -2.47 -1.81 -1.33 -0.1950
N 2.47497 0.06491 0.25375 -4.37 -1.31 -1.52 0.0813
H -0.60980 1.69584 0.70461 -0.11 -1.08 0.53 0.1030
H -1.15256 1.24786 -0.90763 0.45 -0.59 0.70 0.1075
H -1.60973 -0.90028 -0.72746 2.30 -0.25 1.45 0.1424
H -0.88859 -1.34976 0.93480 -0.06 0.59 0.31 0.0919
H 2.74822 -0.89087 -0.14502 -0.66 1.09 0.60 -0.0424
```
Forces are in eV/Å.

Properties
Charge: 0
E, Eh: -171.76415
Spin multiplicity: 1
Lowest unoccupied orbital energy (spin up / spin down), eV: -0.1 / -0.5
ΔE to the lowest compared entry with this formula, charge and spin, eV: 7.917


[6]
A structure of composition C3H5N at a distorted geometry, computed with ωB97M-V/def2-TZVPD.

Geometry as XYZ:
```
9
Properties=species:S:1:pos:R:3:forces:R:3:lowdin_charge:R:1
C 1.42941 -0.82645 0.63870 2.19 -1.85 -2.28 -0.0342
C -1.86159 0.88642 0.45017 -3.32 1.64 1.67 0.0138
C 0.42979 -0.02839 0.45298 -5.43 2.40 -0.17 -0.1602
N -0.71171 0.49347 0.40550 6.89 -2.66 0.22 -0.0629
H 1.84516 -1.33294 -0.28982 -0.49 0.70 1.14 0.0752
H 2.10790 -0.78373 1.44564 0.27 0.02 0.99 0.0307
H -2.26501 1.54189 1.25386 -0.12 -0.21 -1.28 0.0590
H -0.86160 0.18638 -2.21106 2.07 -0.91 0.04 0.0428
H -0.11235 -0.13664 -2.14597 -2.07 0.88 -0.34 0.0358
```
Forces are in eV/Å.

Properties
Charge: 0
E, Eh: -171.80497
Spin multiplicity: 3
Lowest unoccupied orbital energy (spin up / spin down), eV: 1.1 / -1.3
ΔE to the lowest compared entry with this formula, charge and spin, eV: 2.389


[7]
A structure of composition C3H5N2 at a distorted geometry, computed with ωB97M-V/def2-TZVPD.

Geometry as XYZ:
```
10
Properties=species:S:1:pos:R:3:forces:R:3:lowdin_charge:R:1
C -0.66295 -0.30725 -0.85851 1.29 -0.42 1.66 -0.0753
C -1.24409 0.89650 -0.24580 -1.94 1.20 -0.37 0.0776
C 0.65944 -0.63894 0.61316 -0.30 0.53 1.11 -0.0485
N -0.83164 -0.30955 0.50760 -0.07 0.77 -0.17 0.0972
N 0.61711 -0.71596 -0.81282 2.04 -2.05 -3.44 0.1099
H -0.70876 1.83640 -0.22656 0.65 -0.07 0.01 0.1304
H -2.33752 1.11590 -0.32674 0.95 -0.92 0.25 0.1494
H 1.30664 0.20947 0.97489 -0.95 -0.53 -0.42 0.1751
H 0.80761 -1.50403 1.26930 0.09 -0.09 -0.57 0.1483
H 1.25739 -1.21131 -1.55800 -1.75 1.57 1.93 0.2360
```
Forces are in eV/Å.

Properties
Charge: +1
E, Eh: -226.38574
Spin multiplicity: 1
Lowest unoccupied orbital energy, eV: -6.4
ΔE to the lowest compared entry with this formula, charge and spin, eV: 5.623


[8]
A structure of composition C3H5N2O2 at a distorted geometry, computed with ωB97M-V/def2-TZVPD.

Geometry as XYZ:
```
12
Properties=species:S:1:pos:R:3:forces:R:3:lowdin_charge:R:1
C 0.03213 -1.31347 -0.55652 -1.95 -1.62 0.66 -0.3334
C -0.92456 -0.60710 0.35113 -3.34 -0.29 -1.01 -0.2665
C 1.07950 0.72050 -0.48704 -0.33 -4.08 0.72 -0.2911
N 1.12736 -0.66687 -0.82477 2.50 4.96 -0.34 -0.0491
N -0.59886 0.84231 0.46796 -0.61 -0.16 -2.98 -0.1951
O -1.54156 1.66320 0.05671 1.26 -1.14 0.80 -0.1589
O 1.76044 1.05907 0.66564 0.45 0.85 0.35 -0.0829
H 0.04825 -2.37743 -0.78595 -0.55 0.06 0.42 0.0437
H -1.96626 -0.68847 -0.10958 0.94 0.49 0.29 0.0979
H -1.19247 -1.02605 1.32312 0.84 -0.17 0.89 0.0657
H 1.20197 1.34297 -1.36035 -0.22 0.92 0.07 0.1028
H 0.97405 1.05135 1.25966 1.01 0.20 0.13 0.0669
```
Forces are in eV/Å.

Properties
Charge: -1
E, Eh: -377.11455
Spin multiplicity: 3
Lowest unoccupied orbital energy (spin up / spin down), eV: 4.5 / 3.8
ΔE to the lowest compared entry with this formula, charge and spin, eV: 2.526


[9]
The ion C3H5N2O2 with charge +1 at a distorted geometry, computed with ωB97M-V/def2-TZVPD.

Geometry as XYZ:
```
12
Properties=species:S:1:pos:R:3:forces:R:3:lowdin_charge:R:1
C 0.87648 1.14967 -0.22110 -1.28 -2.22 0.31 0.0809
C -1.14924 0.27756 0.11798 -4.00 -0.42 0.05 -0.2871
C -0.11217 -0.84913 0.37425 0.42 1.29 -0.83 -0.2544
N -0.46393 1.35392 -0.45935 5.14 -3.50 2.25 0.2291
N 1.14473 -0.05236 0.29450 -3.75 1.88 -0.96 0.1938
O -2.35276 0.28345 0.30878 2.84 -0.37 -0.34 0.1885
O 0.00066 -1.77342 -0.60142 0.04 -0.67 -1.86 0.0889
H 1.67750 1.79197 -0.47213 0.42 1.04 -0.16 0.1652
H -0.26164 -1.33288 1.27862 -0.23 -0.29 2.25 0.1578
H -0.77942 2.13317 -0.88022 -1.77 3.23 -1.65 0.1350
H 1.92017 -0.38699 0.76650 2.30 -0.27 0.55 0.1540
H -0.50040 -2.59494 -0.50643 -0.13 0.29 0.40 0.1482
```
Forces are in eV/Å.

Properties
SMILES: O=C1NC=[NH+][C@@H]1O
Charge: +1
E, Eh: -377.03283
Spin multiplicity: 1
Lowest unoccupied orbital energy, eV: -5.4
ΔE to the lowest compared entry with this formula, charge and spin, eV: 0.091


[10]
The ion C3H5N2O4 with charge -1 at a distorted geometry, computed with ωB97M-V/def2-TZVPD.

Geometry as XYZ:
```
14
Properties=species:S:1:pos:R:3:forces:R:3:lowdin_charge:R:1
C 0.96843 1.38309 -0.12366 -1.20 -0.81 0.37 -0.6039
C -1.06032 -0.14838 -0.99175 1.03 -2.84 -2.03 -0.0543
C -0.09557 -0.09970 0.10722 1.41 2.01 -0.96 -0.5233
N -0.67031 0.09674 1.31844 -1.34 -0.26 2.66 0.0506
N 0.91618 -1.11874 0.05215 0.78 -1.48 0.85 -0.3344
O 1.00031 1.99526 0.92808 0.26 0.54 0.59 -0.0070
O 1.26215 -1.59025 -1.04448 -0.21 0.42 1.35 0.0213
O 1.37126 1.52608 -1.24766 0.39 -0.06 -0.91 0.0332
O 1.39123 -1.47018 1.16442 -0.08 0.02 -1.89 -0.0065
H -1.62437 -1.10466 -0.97190 0.33 -0.01 0.00 0.0861
H -0.47390 -0.14877 -1.92787 -0.84 0.47 0.08 0.0846
H -1.81376 0.54968 -0.85417 -0.92 1.88 -0.10 0.0558
H -0.92674 -0.79815 1.79491 0.65 1.68 -0.02 0.1089
H -0.24460 0.92798 1.79627 -0.27 -1.56 0.01 0.0890
```
Forces are in eV/Å.

Properties
SMILES: C[C@](N)(C(=O)[O-])[N+](=O)[O-]
Charge: -1
E, Eh: -527.76404
Spin multiplicity: 1
Lowest unoccupied orbital energy, eV: 4.1
ΔE to the lowest compared entry with this formula, charge and spin, eV: 2.668


[11]
The ion C3H5N2OS with charge +1 at a distorted geometry, computed with ωB97M-V/def2-TZVPD.

Geometry as XYZ:
```
12
Properties=species:S:1:pos:R:3:forces:R:3:lowdin_charge:R:1
C -1.55409 -1.13803 -0.26402 -2.37 -0.47 -1.32 -0.2855
C -1.05986 1.11146 0.02769 -0.35 2.10 -0.48 -0.1470
C 1.11448 0.07976 0.31071 0.96 0.67 0.02 -0.4485
N -1.85151 0.17498 0.07083 -2.46 -0.49 0.77 0.1509
N 0.26415 0.86306 -0.33125 4.02 1.36 -2.44 0.0271
O -0.57112 -1.70742 0.07516 0.97 -1.12 0.34 0.0867
S 2.76284 -0.16946 -0.10575 -0.44 0.01 -0.38 0.9676
H -2.43492 -1.58821 -0.88965 1.63 0.52 0.93 0.1793
H -1.36632 2.20064 0.07833 0.42 -1.33 0.29 0.1728
H 0.92842 -0.28610 1.29698 -0.98 -0.17 0.25 0.1045
H 0.62996 1.41259 -1.21966 -0.82 -1.45 2.34 0.2358
H 3.13795 -0.95330 0.95063 -0.58 0.38 -0.33 -0.0436
```
Forces are in eV/Å.

Properties
Charge: +1
E, Eh: -699.92614
Spin multiplicity: 1
Lowest unoccupied orbital energy, eV: -5.2
ΔE to the lowest compared entry with this formula, charge and spin, eV: 1.335


[12]
The ion C3H5N2S with charge +1 at a distorted geometry, computed with ωB97M-V/def2-TZVPD.

Geometry as XYZ:
```
11
Properties=species:S:1:pos:R:3:forces:R:3:lowdin_charge:R:1
C -2.36550 1.14270 -0.02784 4.51 3.19 -0.99 -0.3139
C -1.19697 -0.92598 -0.06425 -0.55 -3.35 1.36 -0.3569
C 1.02105 -0.04226 0.05286 1.84 0.65 0.08 0.0218
N -0.88757 1.31251 -0.03808 -6.16 -0.52 -0.91 0.1051
N -0.41356 0.07839 -0.10760 1.14 1.52 0.03 -0.3177
S -2.80956 -0.46333 0.07034 -0.43 -0.18 -0.40 1.1674
H -3.00923 2.09183 -0.30264 1.26 -2.27 1.13 0.1490
H -0.75694 -1.93660 0.22626 -1.05 1.34 -0.96 0.1594
H 1.27965 -1.10308 0.27584 -0.08 0.90 -0.54 0.1102
H 1.63900 0.43521 -0.82910 -1.48 -1.05 1.83 0.1593
H 1.10947 0.53461 0.99432 1.00 -0.24 -0.63 0.1163
```
Forces are in eV/Å.

Properties
Charge: +1
E, Eh: -624.67692
Spin multiplicity: 1
Lowest unoccupied orbital energy, eV: -5.0
ΔE to the lowest compared entry with this formula, charge and spin, eV: 1.940


Repeat the ninth record exactly.
The ion C3H5N2O2 with charge +1 at a distorted geometry, computed with ωB97M-V/def2-TZVPD.

Geometry as XYZ:
```
12
Properties=species:S:1:pos:R:3:forces:R:3:lowdin_charge:R:1
C 0.87648 1.14967 -0.22110 -1.28 -2.22 0.31 0.0809
C -1.14924 0.27756 0.11798 -4.00 -0.42 0.05 -0.2871
C -0.11217 -0.84913 0.37425 0.42 1.29 -0.83 -0.2544
N -0.46393 1.35392 -0.45935 5.14 -3.50 2.25 0.2291
N 1.14473 -0.05236 0.29450 -3.75 1.88 -0.96 0.1938
O -2.35276 0.28345 0.30878 2.84 -0.37 -0.34 0.1885
O 0.00066 -1.77342 -0.60142 0.04 -0.67 -1.86 0.0889
H 1.67750 1.79197 -0.47213 0.42 1.04 -0.16 0.1652
H -0.26164 -1.33288 1.27862 -0.23 -0.29 2.25 0.1578
H -0.77942 2.13317 -0.88022 -1.77 3.23 -1.65 0.1350
H 1.92017 -0.38699 0.76650 2.30 -0.27 0.55 0.1540
H -0.50040 -2.59494 -0.50643 -0.13 0.29 0.40 0.1482
```
Forces are in eV/Å.

Properties
SMILES: O=C1NC=[NH+][C@@H]1O
Charge: +1
E, Eh: -377.03283
Spin multiplicity: 1
Lowest unoccupied orbital energy, eV: -5.4
ΔE to the lowest compared entry with this formula, charge and spin, eV: 0.091


Which of these has the highest E? number 5


Which of these has the highest ΔE to the lowest compared entry with this formula, charge and spin? number 5